No. 1
DFT (wB97M-V/def2-TZVPD) results for a structure of composition C40H60GeN5OP3Y.

Geometry as ORCA input:
```
! RIJCOSX wB97M-V def2-TZVPD def2/J DEFGRID3
* xyz 0 2
Y 0.019 0.022 0.021
C 1.997 -1.968 -4.927
C 2.301 -1.789 -3.442
C 3.672 -1.122 -3.263
P 1.072 -0.822 -2.476
C -0.419 -1.993 -2.349
N -0.214 -3.135 -1.455
Ge -0.635 -2.703 0.403
N 0.434 -3.322 1.866
C 0.396 -2.436 3.024
P 0.846 -0.654 2.688
C 2.666 -0.739 2.306
C 2.890 -1.472 0.975
C 3.576 -1.339 3.376
C 0.721 0.150 4.345
C 1.056 -0.700 5.575
C 1.490 1.473 4.321
C 0.833 -4.632 2.025
C 1.816 -5.031 2.942
C 2.207 -6.351 3.059
C 1.632 -7.326 2.257
C 0.663 -6.945 1.344
C 0.257 -5.623 1.215
N -0.774 -5.247 0.273
C -0.502 -5.491 -1.129
C -0.547 -6.779 -1.646
C -0.278 -7.050 -2.978
C 0.046 -5.992 -3.811
C 0.080 -4.700 -3.319
C -0.205 -4.410 -1.977
C -2.144 -5.433 0.709
C -2.639 -6.715 0.883
C -3.955 -6.954 1.251
C -4.789 -5.866 1.439
C -4.311 -4.575 1.284
C -2.975 -4.317 0.934
N -2.462 -3.043 0.818
C -3.400 -1.943 0.969
P -2.698 -0.218 0.998
C -2.701 0.262 2.791
C -4.019 0.225 3.563
C -2.092 1.664 2.903
C -4.108 0.705 0.218
C -3.945 0.609 -1.305
C -5.533 0.273 0.580
C 0.566 0.597 -3.674
C -0.589 0.211 -4.599
C 0.249 1.891 -2.920
H 2.757 -2.613 -5.371
H 2.029 -1.013 -5.453
H 1.027 -2.424 -5.118
H 2.338 -2.772 -2.960
H 3.683 -0.121 -3.700
H 4.444 -1.715 -3.755
H 3.935 -1.025 -2.210
H -0.716 -2.310 -3.349
H -1.281 -1.410 -1.973
H 1.022 -2.815 3.829
H -0.629 -2.400 3.434
H 2.966 0.298 2.143
H 2.637 -2.528 1.054
H 3.938 -1.378 0.686
H 2.317 -1.034 0.147
H 3.294 -2.359 3.642
H 3.608 -0.733 4.279
H 4.597 -1.371 2.989
H -0.339 0.396 4.454
H 2.083 -1.053 5.593
H 0.397 -1.564 5.656
H 0.896 -0.095 6.470
H 2.565 1.315 4.236
H 1.303 2.024 5.245
H 1.186 2.104 3.484
H 2.303 -4.294 3.567
H 2.972 -6.618 3.777
H 1.930 -8.362 2.339
H 0.210 -7.701 0.722
H -0.810 -7.599 -0.996
H -0.318 -8.064 -3.351
H 0.272 -6.168 -4.855
H 0.341 -3.902 -3.997
H -1.977 -7.554 0.726
H -4.316 -7.965 1.376
H -5.825 -6.015 1.715
H -4.996 -3.756 1.447
H -3.982 -2.056 1.890
H -4.113 -1.970 0.136
H -2.029 -0.468 3.257
H -4.683 1.029 3.247
H -3.812 0.391 4.623
H -4.540 -0.729 3.482
H -2.741 2.403 2.432
H -1.114 1.737 2.423
H -1.972 1.948 3.950
H -3.971 1.752 0.503
H -4.048 -0.427 -1.642
H -2.972 0.984 -1.616
H -4.715 1.201 -1.803
H -5.747 -0.737 0.232
H -6.238 0.937 0.075
H -5.755 0.316 1.643
H 1.466 0.816 -4.260
H -1.503 0.040 -4.027
H -0.390 -0.680 -5.192
H -0.788 1.030 -5.294
H -0.851 1.516 -2.038
H -0.035 2.748 -3.531
H 1.085 2.189 -2.295
O -0.784 1.582 -0.974
N 2.956 2.129 0.097
C 2.011 1.455 0.108
*
```

Properties
LUMO energy (spin up / spin down)   0.020 / -0.005 Eh
E   -5048.50576 Ha
Molar mass   881.4 g/mol
HOMO (spin up / spin down)   -0.2636 / -0.2632 Eh
Gap between HOMO and LUMO (spin up / spin down)   7.71 / 7.03 eV

Atomic partial charges in e from the Mulliken method, atoms 1 to 6: number 1, Y, carries -1.61; number 2, C, carries -1.71; number 3, C, carries 0.64; number 4, C, carries -1.38; number 5, P, carries 1.50; number 6, C, carries -1.64

=====

No. 2
DFT (wB97M-V/def2-TZVPD) results for a structure of composition C44H25ClF15GeN6O2RbS.

Geometry as ORCA input:
```
! RIJCOSX wB97M-V def2-TZVPD def2/J DEFGRID3
* xyz -2 1
Rb -0.509 1.809 0.906
C 3.891 -1.608 -2.263
C 2.870 -1.855 -1.353
C 2.578 -0.945 -0.349
C 3.314 0.233 -0.214
C 4.341 0.473 -1.132
C 4.621 -0.431 -2.147
N 2.961 1.189 0.754
C 3.596 1.204 1.899
C 4.686 0.301 2.208
C 5.379 0.380 3.370
C 5.054 1.347 4.362
C 4.012 2.191 4.140
C 3.249 2.152 2.944
N 2.168 2.956 2.731
N 1.961 3.823 3.638
C 0.769 4.540 3.530
C 0.631 5.639 4.393
C -0.540 6.360 4.405
C -1.569 5.995 3.543
C -1.341 4.909 2.720
N -0.220 4.189 2.708
H 4.109 -2.320 -3.049
H 2.294 -2.769 -1.420
H 1.766 -1.136 0.340
H 4.919 1.386 -1.031
H 5.421 -0.220 -2.848
H 4.946 -0.449 1.474
H 6.196 -0.312 3.545
H 5.618 1.395 5.285
H 3.720 2.920 4.883
H 1.463 5.883 5.040
H -0.659 7.201 5.079
H -2.509 6.527 3.513
H -2.106 4.595 2.016
C 1.818 6.545 -2.080
O 0.654 6.066 -1.427
C 0.482 4.727 -1.223
O -0.592 4.326 -0.862
N 1.574 3.958 -1.509
N 1.469 2.581 -1.290
H 1.620 7.588 -2.314
H 2.013 5.997 -3.003
H 2.696 6.496 -1.430
H 2.487 4.375 -1.412
H 1.963 2.293 -0.435
H 1.869 2.073 -2.069
Cl -5.174 -2.800 -0.293
C -4.669 -1.933 0.880
C -4.220 -1.433 2.093
C -4.117 -0.117 2.383
C -4.296 0.983 1.455
C -4.081 2.245 1.914
C -4.646 0.915 0.020
C -5.225 0.083 -0.867
H -3.908 -2.177 2.828
H -3.800 0.156 3.384
H -3.866 2.435 2.960
H -4.186 3.102 1.260
H -4.407 1.870 -0.442
H -5.357 0.545 -1.850
F -2.351 -5.540 0.463
C -3.133 -4.540 -0.041
C -2.851 -3.844 -1.295
C -3.907 -3.018 -1.516
F -4.013 -2.296 -2.634
C -5.767 -1.261 -0.914
F -6.929 -1.188 -1.648
C -6.569 -3.439 -0.388
F -7.314 -4.572 -0.357
C -4.293 -4.196 0.508
F -4.860 -4.825 1.548
Ge -1.116 -2.860 -1.412
S -1.197 -1.032 -0.372
C -0.412 -2.596 -3.288
C 0.714 -3.188 -3.838
F 1.411 -4.135 -3.185
C 1.227 -2.850 -5.080
F 2.330 -3.452 -5.555
C 0.601 -1.881 -5.834
F 1.077 -1.548 -7.042
C -0.516 -1.251 -5.325
F -1.126 -0.303 -6.051
C -0.984 -1.596 -4.067
F -2.020 -0.890 -3.623
C 0.036 -4.314 -0.624
C 0.052 -5.555 -1.240
F -0.580 -5.733 -2.411
C 0.696 -6.656 -0.714
F 0.708 -7.834 -1.359
C 1.340 -6.538 0.503
F 1.980 -7.592 1.029
C 1.317 -5.333 1.172
F 1.929 -5.227 2.360
C 0.662 -4.247 0.608
F 0.675 -3.121 1.327
*
```

Properties
LUMO energy (spin up / spin down)   0.116 / 0.116 Eh
E   -6627.29169 Ha
Molar mass   1180.3 g/mol
ΔE to the lowest compared entry with this formula, charge and spin   22.337 eV
HOMO (spin up / spin down)   -0.0490 / -0.0490 Eh
Gap between HOMO and LUMO (spin up / spin down)   4.48 / 4.48 eV

Atomic partial charges in e from the Mulliken method, atoms 1 to 6: number 1, Rb, carries 0.71; number 2, C, carries -0.61; number 3, C, carries -0.54; number 4, C, carries 0.71; number 5, C, carries -1.53; number 6, C, carries 0.32

=====

No. 3
DFT (wB97M-V/def2-TZVPD) results for a structure of composition C14H6Br2I2N3OS2Sc.

Geometry as ORCA input:
```
! RIJCOSX wB97M-V def2-TZVPD def2/J DEFGRID3
* xyz 0 1
Sc 1.468 0.073 -0.759
C -0.152 -2.987 -2.098
C -1.031 -2.044 -1.336
C -2.428 -2.203 -1.297
C -3.200 -1.348 -0.560
C -2.595 -0.340 0.218
C -3.265 0.556 1.079
Br -5.155 0.510 1.204
C -2.572 1.451 1.846
C -1.173 1.499 1.795
Br -0.223 2.711 2.877
C -0.455 0.661 0.964
O 0.869 0.645 0.895
C -1.188 -0.255 0.154
N -0.439 -1.066 -0.668
H -0.628 -3.348 -3.007
H 0.067 -3.851 -1.466
H 0.797 -2.516 -2.353
H -2.882 -2.998 -1.872
H -4.277 -1.449 -0.557
H -3.095 2.122 2.513
S 3.990 0.387 -1.120
C 3.586 1.805 -0.133
C 4.421 2.059 0.989
N 5.108 2.215 1.899
C 2.551 2.631 -0.471
S 1.426 2.348 -1.787
C 2.330 3.825 0.283
N 2.118 4.786 0.876
I 3.406 -1.724 0.314
I 2.621 -4.155 1.578
*
```

Properties
LUMO energy   -0.059 Eh
E   -8077.26885 Ha
Molar mass   754.9 g/mol
ΔE to the lowest compared entry with this formula, charge and spin   0.927 eV
HOMO   -0.3168 Eh
Gap between HOMO and LUMO   7.01 eV

Atomic partial charges in e from the Mulliken method, atoms 1 to 6: number 1, Sc, carries 0.20; number 2, C, carries -1.33; number 3, C, carries 0.62; number 4, C, carries -0.74; number 5, C, carries -0.63; number 6, C, carries 1.11

=====

No. 4
DFT (wB97M-V/def2-TZVPD) results for a structure of composition C2H4Cl3N2O.

Geometry as ORCA input:
```
! RIJCOSX wB97M-V def2-TZVPD def2/J DEFGRID3
* xyz 1 1
C -0.204 -0.685 -0.012
C -1.530 0.091 -0.377
N 2.124 1.723 -0.031
N -0.334 -1.715 0.808
O 2.328 1.323 -1.178
Cl -1.065 1.157 1.052
Cl -1.371 1.013 -1.890
Cl -3.059 -0.586 -0.020
H 2.992 2.338 0.033
H -1.307 -1.905 0.988
H 0.418 -2.266 1.047
H 1.008 -0.489 -0.419
*
```

Properties
LUMO energy   -0.187 Eh
E   -1643.49752 Ha
Molar mass   178.4 g/mol
ΔE to the lowest compared entry with this formula, charge and spin   3.581 eV
HOMO   -0.5018 Eh
Gap between HOMO and LUMO   8.57 eV

Atomic partial charges in e from the Mulliken method, atoms 1 to 6: number 1, C, carries 0.11; number 2, C, carries 0.46; number 3, N, carries -0.03; number 4, N, carries -0.15; number 5, O, carries -0.23; number 6, Cl, carries -0.03

=====

No. 5
DFT (wB97M-V/def2-TZVPD) results for a cluster of 8 separate species, C33H49N7O4 in total.

Geometry as ORCA input:
```
! RIJCOSX wB97M-V def2-TZVPD def2/J DEFGRID3
* xyz 0 1
C 5.185 0.916 1.539
N 4.251 -0.134 1.235
C 4.553 -1.422 1.521
C 3.518 -2.464 1.256
O 5.609 -1.745 2.057
H 5.029 1.426 2.494
H 5.135 1.672 0.753
H 6.209 0.553 1.525
H 3.281 0.115 1.053
H 4.002 -3.359 0.875
H 2.768 -2.123 0.535
H 2.969 -2.664 2.176
C -4.530 1.469 -1.937
N -3.601 2.199 -2.792
C -2.392 1.735 -3.152
C -1.610 2.575 -4.147
O -1.909 0.708 -2.686
H -3.983 0.974 -1.139
H -5.166 0.789 -2.501
H -5.130 2.252 -1.472
H -3.955 3.030 -3.232
H -0.548 2.546 -3.928
H -1.925 3.624 -4.119
H -1.852 2.308 -5.176
C -0.980 -0.829 0.215
N 0.213 -0.149 0.700
C 1.057 0.580 -0.061
C 0.890 0.613 -1.547
O 1.899 1.288 0.512
H -1.621 -0.194 -0.394
H -1.574 -1.131 1.080
H -0.708 -1.764 -0.280
H 0.419 -0.190 1.692
H 0.401 -0.297 -1.893
H 1.868 0.592 -2.027
H 0.344 1.517 -1.797
C -1.814 3.989 0.283
C -1.586 2.794 0.940
C -1.736 2.768 2.329
N -2.168 3.809 3.046
C -2.352 4.950 2.370
C -2.097 5.120 1.027
H -1.714 4.088 -0.792
H -1.404 1.899 0.362
H -1.484 1.865 2.875
H -2.737 5.765 2.975
H -2.263 6.035 0.474
C -3.699 -3.305 -2.289
C -3.012 -4.487 -2.055
C -1.660 -4.524 -2.354
N -0.983 -3.451 -2.775
C -1.683 -2.327 -3.012
C -3.046 -2.202 -2.822
H -4.742 -3.202 -2.013
H -3.583 -5.320 -1.668
H -1.102 -5.435 -2.178
H -1.106 -1.544 -3.484
H -3.554 -1.276 -3.038
C 2.673 3.716 -1.948
C 1.356 4.039 -1.638
C 0.557 4.725 -2.539
N 1.012 5.067 -3.758
C 2.269 4.757 -4.067
C 3.134 4.127 -3.191
H 3.323 3.278 -1.206
H 1.004 3.979 -0.613
H -0.413 5.118 -2.269
H 2.587 5.120 -5.036
H 4.160 3.971 -3.501
C 2.348 -0.975 4.710
C 1.247 -1.825 4.854
C -0.002 -1.331 4.535
N -0.157 -0.149 3.913
C 0.905 0.615 3.707
C 2.190 0.255 4.102
H 3.324 -1.308 5.041
H 1.432 -2.818 5.239
H -0.930 -1.869 4.683
H 0.722 1.514 3.129
H 3.061 0.880 3.970
C 0.304 -4.386 2.033
C -1.191 -4.370 1.777
C -1.328 -5.565 0.823
O -0.115 -5.556 0.096
C 0.848 -4.640 0.632
H 0.654 -5.241 2.615
H 0.666 -3.461 2.483
H -1.556 -3.478 1.264
H -1.807 -4.500 2.668
H -2.229 -5.478 0.221
H -1.366 -6.469 1.441
H 0.874 -3.716 0.046
H 1.856 -5.049 0.647
*
```

Properties
LUMO energy   0.014 Eh
E   -1971.11078 Ha
SMILES string   CNC(C)=O.CNC(C)=O.CNC(C)=O.c1ccncc1.c1ccncc1.c1ccncc1.c1ccncc1.C1CCOC1
Molar mass   607.8 g/mol
ΔE to the lowest compared entry with this formula, charge and spin   0.000 eV
HOMO   -0.3320 Eh
Gap between HOMO and LUMO   9.40 eV

Atomic partial charges in e from the Mulliken method, atoms 1 to 6: number 1, C, carries -0.98; number 2, N, carries 0.17; number 3, C, carries 0.43; number 4, C, carries -0.27; number 5, O, carries -0.71; number 6, H, carries 0.28

=====

No. 6
DFT (wB97M-V/def2-TZVPD) results for a structure of composition C27H18IN5OS5W.

Geometry as ORCA input:
```
! RIJCOSX wB97M-V def2-TZVPD def2/J DEFGRID3
* xyz 2 3
W -0.293 0.196 0.869
C -4.364 -1.231 -2.593
C -2.946 -1.304 -2.114
C -1.893 -0.888 -2.950
C -0.581 -0.976 -2.548
C -0.261 -1.517 -1.293
C -1.296 -1.956 -0.457
C -2.630 -1.826 -0.874
H -4.528 -0.354 -3.217
H -5.068 -1.206 -1.761
H -4.601 -2.108 -3.198
H -2.126 -0.506 -3.936
H 0.214 -0.679 -3.220
H 0.768 -1.771 -1.086
H -1.084 -2.562 0.414
H -3.423 -2.189 -0.231
O -1.654 3.675 6.740
C -1.346 3.092 5.756
S -1.011 1.327 5.714
C -0.642 1.292 4.013
C -0.696 2.439 3.319
S -0.223 2.474 1.649
S -1.159 3.891 4.154
S -0.070 -0.146 3.233
S 6.946 -1.956 -0.350
N 6.170 -0.611 -0.775
C 4.925 -0.736 -0.333
C 3.868 0.242 -0.518
C 4.047 1.459 -1.176
C 2.979 2.327 -1.251
C 1.760 1.961 -0.695
N 1.559 0.785 -0.092
C 2.616 -0.058 0.019
C 2.387 -1.287 0.758
N 1.137 -1.462 1.249
C 0.877 -2.587 1.925
C 1.835 -3.569 2.148
C 3.111 -3.390 1.662
C 3.398 -2.227 0.946
C 4.699 -1.929 0.375
N 5.773 -2.703 0.462
H 5.013 1.705 -1.595
H 3.069 3.297 -1.718
H 0.931 2.654 -0.708
H -0.124 -2.692 2.319
H 1.562 -4.451 2.709
H 3.887 -4.127 1.821
I -3.233 0.439 1.776
C -2.983 1.341 -0.053
C -4.000 2.009 -0.708
C -3.695 2.642 -1.903
C -2.401 2.571 -2.395
C -1.453 1.869 -1.680
N -1.730 1.262 -0.513
H -4.993 2.043 -0.284
H -4.460 3.188 -2.438
H -2.122 3.051 -3.322
H -0.443 1.770 -2.045
*
```

Properties
LUMO energy (spin up / spin down)   -0.249 / -0.273 Eh
E   -3743.99885 Ha
Molar mass   899.6 g/mol
ΔE to the lowest compared entry with this formula, charge and spin   0.562 eV
HOMO (spin up / spin down)   -0.4586 / -0.4709 Eh
Gap between HOMO and LUMO (spin up / spin down)   5.71 / 5.37 eV

Atomic partial charges in e from the Mulliken method, atoms 1 to 6: number 1, W, carries 0.57; number 2, C, carries -1.74; number 3, C, carries 0.54; number 4, C, carries -0.47; number 5, C, carries -1.16; number 6, C, carries -0.03